# 1
# C28H29BF8NO25

8 unconnected molecules or ions with the total composition C28H29BF8NO25 at a distorted geometry (ωB97M-V/def2-TZVPD, the OMol25 dataset).

Last column: Löwdin charge in e.
Positions of all 92 atoms, in Å:
C (-1.25127, -0.33985, 4.35645)  -0.016
O (-1.38188, -0.84275, 3.00971)  0.107
B (-2.38010, -0.39644, 2.24572)  -0.607
O (-2.66680, -1.07478, 1.07608)  0.172
C (-3.22552, 0.92829, 2.58078)  0.039
C (-2.60199, 2.15986, 2.59555)  0.051
N (-3.27801, 3.30629, 2.83239)  0.218
C (-4.58476, 3.29513, 3.07401)  -0.239
F (-5.18498, 4.43704, 3.27183)  0.189
C (-5.29435, 2.11048, 3.09716)  0.134
C (-4.60709, 0.93773, 2.84681)  -0.013
C (-5.41304, -0.32397, 2.84446)  -0.494
O (-5.57046, -0.95590, 1.85322)  0.192
O (-5.94386, -0.63722, 4.01793)  0.174
H (-1.94791, -0.78755, 5.04784)  0.076
H (-0.27399, -0.64764, 4.70567)  0.098
H (-1.24755, 0.74203, 4.41460)  0.091
H (-2.46195, -0.50500, 0.32434)  0.127
H (-1.54044, 2.23697, 2.41422)  0.166
H (-2.76453, 4.18508, 2.79719)  0.179
H (-6.35104, 2.12505, 3.29756)  0.158
H (-6.66542, -1.26072, 3.83447)  0.156
C (2.36725, -1.73771, 1.03961)  -0.036
C (2.40630, -0.55543, 0.09975)  -0.311
O (1.68438, 0.43146, 0.82559)  0.130
C (1.85758, 0.15970, 2.14426)  -0.558
O (1.61209, 0.91472, 3.02878)  0.161
O (2.34253, -1.08848, 2.31900)  0.079
F (1.74517, -0.81823, -1.06323)  0.066
H (1.45914, -2.33104, 0.91445)  0.142
H (3.23435, -2.38541, 0.94875)  0.143
H (3.40312, -0.18080, -0.12595)  0.135
C (-4.07736, 7.73419, 3.95852)  -0.075
C (-2.64123, 7.67910, 3.52237)  -0.307
O (-2.54232, 8.75783, 2.63406)  0.136
C (-3.47560, 9.69498, 3.03180)  -0.519
O (-3.49482, 10.81470, 2.67565)  0.219
O (-4.36631, 9.12674, 3.89628)  0.082
F (-2.40777, 6.49939, 2.84890)  0.034
H (-4.71693, 7.19295, 3.25822)  0.134
H (-4.23693, 7.35075, 4.96410)  0.143
H (-1.90999, 7.79680, 4.32283)  0.178
C (5.45461, 1.89305, -3.80401)  -0.036
C (4.81432, 0.52436, -3.83083)  -0.298
O (4.61630, 0.26059, -2.43881)  0.132
C (4.47508, 1.45957, -1.82152)  -0.548
O (4.05168, 1.59285, -0.71354)  0.151
O (4.86890, 2.46475, -2.61642)  0.092
F (5.63888, -0.40139, -4.35009)  0.097
H (6.53498, 1.83201, -3.68423)  0.145
H (5.22766, 2.49172, -4.67976)  0.139
H (3.85647, 0.48230, -4.34246)  0.157
C (8.49777, -1.01572, -8.28765)  -0.044
C (7.24086, -1.64443, -7.72844)  -0.312
O (6.95356, -0.79263, -6.63007)  0.099
C (7.43949, 0.43382, -6.93992)  -0.545
O (7.14551, 1.43518, -6.36933)  0.167
O (8.29700, 0.36788, -7.98055)  0.084
F (7.47084, -2.89834, -7.26215)  0.077
H (9.39164, -1.37664, -7.77731)  0.145
H (8.61076, -1.16393, -9.35805)  0.141
H (6.39538, -1.66439, -8.41404)  0.157
C (-4.57328, -3.92420, 0.49307)  -0.062
C (-3.50010, -4.80376, -0.10062)  -0.315
O (-4.24859, -5.72927, -0.86220)  0.133
C (-5.40577, -5.10490, -1.24215)  -0.542
O (-6.13428, -5.49052, -2.08709)  0.196
O (-5.58674, -3.97094, -0.51538)  0.073
F (-2.80119, -5.46983, 0.85476)  0.071
H (-4.96443, -4.34110, 1.42314)  0.147
H (-4.24303, -2.90576, 0.66634)  0.101
H (-2.79776, -4.28235, -0.75362)  0.173
C (-0.22588, -4.23807, 6.46406)  -0.037
C (-1.55210, -4.78607, 6.93363)  -0.311
O (-2.10433, -3.67619, 7.62576)  0.144
C (-1.59531, -2.55193, 7.06616)  -0.551
O (-2.03485, -1.46003, 7.22449)  0.165
O (-0.52089, -2.84236, 6.28984)  0.060
F (-1.40200, -5.81748, 7.79062)  0.091
H (0.54832, -4.35221, 7.22282)  0.149
H (0.11617, -4.67986, 5.53232)  0.142
H (-2.23081, -5.08411, 6.13250)  0.174
C (1.14426, -0.85800, -6.14590)  -0.045
C (1.00830, -1.79135, -7.32664)  -0.312
O (2.18450, -1.51266, -8.06570)  0.145
C (3.13622, -1.09409, -7.18692)  -0.520
O (4.29179, -1.02701, -7.43162)  0.197
O (2.56728, -0.77794, -5.99513)  0.055
F (-0.07571, -1.49866, -8.07978)  0.084
H (0.74472, 0.13152, -6.37101)  0.146
H (0.67968, -1.23846, -5.24010)  0.140
H (0.98838, -2.85130, -7.06820)  0.176

* HOMO energy: -12.67 eV
* net charge: +1
* largest force on an atom: 1.28 eV Å⁻¹
* total energy: -3843.86331 hartree
* 2S+1: 1
* frontier orbital gap: 7.859 eV



# 2
# C31H34N12ORe

A molecular structure, C31H34N12ORe (ωB97M-V/def2-TZVPD, the OMol25 dataset).

Last column: Löwdin charge in e.
Positions of all 79 atoms, in Å:
Re (2.73337, -1.12552, -0.74661)  1.614
C (4.66780, 1.15897, -1.48769)  -0.106
C (5.19387, -0.10595, -2.11758)  -0.142
N (4.80155, -1.25657, -1.24434)  -0.157
C (5.07372, -2.60395, -1.84976)  -0.064
C (4.25249, -3.64527, -1.13389)  -0.209
C (4.57906, -4.97712, -1.02666)  0.053
C (3.66815, -5.84118, -0.42046)  0.052
C (2.45854, -5.35968, 0.06376)  0.057
C (2.19057, -4.00965, -0.04967)  -0.228
C (0.94354, -3.32519, 0.42791)  -0.072
N (0.85537, -2.00379, -0.21934)  -0.167
C (0.96770, -1.93415, -1.62775)  -0.149
C (2.27375, 0.34227, -1.82905)  -0.163
N (3.24526, 0.95145, -1.03150)  -0.156
N (3.08016, -3.18577, -0.63246)  -0.039
H (4.70836, 1.99419, -2.18668)  0.150
H (5.24333, 1.42301, -0.59998)  0.141
H (6.27937, -0.05599, -2.21291)  0.157
H (4.76293, -0.29134, -3.10018)  0.137
H (5.35061, -1.19142, -0.38299)  0.154
H (6.13936, -2.83043, -1.81864)  0.158
H (4.76793, -2.56082, -2.89791)  0.153
H (5.51762, -5.34695, -1.41816)  0.148
H (3.90248, -6.89497, -0.33615)  0.148
H (1.73776, -6.02516, 0.51988)  0.149
H (0.96622, -3.17366, 1.51087)  0.143
H (0.03084, -3.87441, 0.19510)  0.161
H (0.05846, -1.48680, 0.18519)  0.090
H (0.27251, -1.25344, -2.10047)  0.095
H (1.06795, -2.88479, -2.13938)  0.109
H (-3.66527, 7.49960, -3.50852)  0.188
H (1.64469, 0.78961, -2.58973)  0.112
H (2.92554, 1.70566, -0.42882)  0.142
C (1.85668, 0.43468, 4.51456)  -0.013
N (2.62025, -0.20434, 3.40105)  -0.062
C (2.58069, 0.10153, 2.11912)  -0.119
N (3.13559, -0.89106, 1.40492)  -0.062
C (3.47863, -1.81087, 2.36866)  -0.160
N (3.17242, -1.42210, 3.57080)  0.183
C (0.43997, -0.07421, 4.39042)  -0.202
C (-0.02263, -1.10792, 5.19353)  0.005
C (-1.21872, -1.74586, 4.88463)  -0.016
C (-1.91342, -1.39619, 3.73576)  0.010
C (-1.47487, -0.32544, 2.95804)  -0.140
C (-0.32831, 0.36412, 3.31708)  0.004
C (-2.07779, -0.08961, 1.62865)  -0.288
N (-1.69454, -0.73187, 0.57352)  0.088
N (-2.48516, -0.29065, -0.48497)  0.127
C (-3.30350, 0.57139, 0.02461)  -0.267
O (-3.07018, 0.76615, 1.35184)  0.191
C (-4.40462, 1.24296, -0.66323)  -0.142
C (-5.07968, 0.51917, -1.64430)  0.004
C (-6.14004, 1.09866, -2.32310)  -0.018
C (-6.49003, 2.41377, -2.06023)  -0.008
C (-5.78329, 3.15740, -1.11696)  -0.199
C (-6.07641, 4.62796, -0.96294)  -0.028
N (-5.44625, 5.40285, -2.05980)  -0.062
C (-4.58089, 6.38327, -1.97452)  0.001
N (-4.30987, 6.77340, -3.22708)  0.164
C (-5.05975, 5.97333, -4.04707)  -0.055
N (-5.76212, 5.13384, -3.34964)  0.179
C (-4.76361, 2.56139, -0.38704)  0.032
H (1.94112, 1.51361, 4.39673)  0.143
H (2.35096, 0.12961, 5.43237)  0.144
H (2.17037, 1.01936, 1.73433)  0.137
H (3.97780, -2.74560, 2.16645)  0.132
H (0.56078, -1.43639, 6.04502)  0.134
H (-1.58217, -2.54700, 5.51375)  0.129
H (-2.80304, -1.94283, 3.44935)  0.135
H (-0.00196, 1.20602, 2.71520)  0.122
H (-4.79340, -0.50442, -1.84279)  0.124
H (-6.69327, 0.52623, -3.05441)  0.127
H (-7.30913, 2.86952, -2.60104)  0.127
H (-5.67286, 5.03212, -0.03588)  0.136
H (-7.14241, 4.84359, -1.01134)  0.150
H (-4.18498, 6.80750, -1.06665)  0.173
H (-5.07403, 6.05111, -5.12188)  0.156
H (-4.23795, 3.12092, 0.37907)  0.128

* HOMO energy (spin up / spin down): -17.53 / -17.53 eV
* net charge: +4
* largest force on an atom: 0.96 eV Å⁻¹
* total energy: -2010.95229 hartree
* 2S+1: 2
* frontier orbital gap (spin up / spin down): 6.365 / 5.331 eV
* relative energy (zero: lowest compared OMol25 entry of this formula, charge and spin): 0.00 kcal/mol



# 3
# C11H13N2O6Tl

A molecular structure, C11H13N2O6Tl at a distorted geometry (ωB97M-V/def2-TZVPD, the OMol25 dataset).

Last column: Löwdin charge in e.
Positions of all 33 atoms, in Å:
O (-2.11020, -4.24220, -3.21156)  0.070
C (-1.43537, -3.39023, -2.87940)  0.015
Tl (-0.03107, -0.16699, 0.00327)  0.578
O (0.98669, -1.32205, -2.95325)  0.222
C (0.78787, -0.88454, -1.92262)  -0.029
C (1.55513, 1.53785, 0.10322)  0.064
O (2.35327, 2.35301, 0.22721)  0.237
C (-1.06293, 0.43176, 1.90519)  -0.022
O (-1.69591, 0.64997, 2.84070)  0.241
C (-1.40815, 1.31019, -1.10215)  -0.004
O (-2.28081, 1.77262, -1.67136)  0.240
H (-1.45423, -1.39737, -0.18763)  0.097
C (1.89279, 1.33726, 3.01897)  -0.029
N (2.61966, 0.06037, 2.94662)  -0.079
C (3.83943, -0.02989, 3.67914)  -0.154
C (3.70730, -1.23061, 4.53513)  -0.143
C (3.68727, -2.48797, 3.73555)  -0.120
N (2.78629, -2.30236, 2.62287)  -0.062
C (2.37158, -3.43554, 1.83979)  -0.015
C (2.22565, -1.13531, 2.30445)  -0.427
O (1.45976, -1.24843, 1.35301)  -0.102
H (0.92007, 1.36877, 2.51404)  0.026
H (2.56316, 2.13048, 2.65929)  0.098
H (1.73722, 1.54080, 4.09717)  0.125
H (4.67599, -0.13456, 2.96170)  0.157
H (3.92560, 0.88192, 4.22997)  0.130
H (2.80739, -1.15821, 5.15407)  0.143
H (4.54644, -1.29268, 5.21067)  0.134
H (3.31183, -3.33788, 4.27451)  0.140
H (4.63693, -2.68843, 3.27595)  0.141
H (2.62290, -3.38052, 0.76029)  0.110
H (2.86497, -4.31967, 2.21557)  0.102
H (1.28003, -3.65145, 1.86647)  0.116

* HOMO energy: -15.37 eV
* net charge: +2
* largest force on an atom: 7.20 eV Å⁻¹
* total energy: -1159.59398 hartree
* 2S+1: 1
* frontier orbital gap: 7.171 eV
* relative energy (zero: lowest compared OMol25 entry of this formula, charge and spin): 51.85 kcal/mol



# 4
# C19H19N5O7Ti

A molecular structure, C19H19N5O7Ti at a distorted geometry (ωB97M-V/def2-TZVPD, the OMol25 dataset).

Last column: Löwdin charge in e.
Positions of all 51 atoms, in Å:
C (-3.16367, -1.34111, 0.65810)  0.173
C (-1.58127, 1.46983, -2.14288)  -0.050
H (-3.08523, -2.41565, 0.82813)  0.100
H (-3.26698, -1.05815, -0.45988)  0.116
H (-4.02035, -0.97289, 1.22999)  0.118
H (-1.30987, 1.17058, -3.16848)  0.075
H (-2.66007, 1.15166, -1.93154)  0.048
H (-1.57517, 2.56662, -2.09490)  0.052
C (-0.44317, -2.59534, 0.12769)  -0.093
C (0.43067, -3.66512, 0.04173)  -0.002
C (1.64395, -3.51685, -0.61171)  0.017
C (1.95018, -2.26967, -1.12999)  0.044
H (-1.35486, -2.65749, 0.70969)  0.078
H (0.12568, -4.60431, 0.49067)  0.131
H (2.34368, -4.34461, -0.72094)  0.142
H (2.88762, -2.08447, -1.63418)  0.119
N (-0.20234, -1.42689, -0.50838)  0.004
C (1.04592, -1.20441, -1.02683)  -0.156
C (1.39580, 0.17148, -1.36658)  -0.189
N (0.45472, 1.11439, -1.14160)  0.005
C (0.81597, 2.40659, -1.27906)  -0.093
C (2.95736, 1.82680, -2.20926)  0.005
C (2.01180, 2.79866, -1.88725)  0.011
H (0.08120, 3.15188, -0.97147)  0.119
H (2.16894, 3.86014, -2.11995)  0.137
C (2.66501, 0.50133, -1.90396)  0.045
H (3.37014, -0.30933, -2.09721)  0.120
H (3.90064, 2.07383, -2.69946)  0.137
Ti (-1.66244, 0.13697, -0.41349)  1.002
C (-2.14483, 1.93505, 0.50323)  -0.129
H (-1.84840, 2.78526, -0.11763)  0.019
H (-1.66975, 1.99452, 1.49311)  0.034
H (-3.23846, 1.92556, 0.66212)  0.061
O (-0.57282, 0.54076, 7.58065)  0.100
N (0.31546, 1.14844, 6.94265)  -0.300
O (1.15076, 1.91256, 7.47196)  0.115
C (0.37655, 0.95682, 5.51258)  -0.081
C (-0.57717, 0.12178, 4.89432)  0.136
C (-0.62121, 0.00683, 3.49863)  -0.034
C (0.42092, 0.62158, 2.68464)  -0.228
O (0.41649, 0.54318, 1.43542)  0.025
C (1.43308, 1.39375, 3.39477)  -0.020
C (1.35849, 1.62093, 4.75838)  0.137
N (2.51837, 2.02884, 2.64667)  -0.291
O (2.97432, 3.09797, 3.12221)  0.099
O (2.96150, 1.48484, 1.61832)  0.086
N (-1.62916, -0.69054, 2.83457)  -0.167
O (-2.38104, -1.47277, 3.42857)  0.139
O (-1.85422, -0.43838, 1.54486)  -0.216
H (-1.31808, -0.40401, 5.48787)  0.144
H (2.07492, 2.28307, 5.24700)  0.154

* HOMO energy (spin up / spin down): -15.26 / -15.04 eV
* net charge: +2
* largest force on an atom: 6.77 eV Å⁻¹
* total energy: -2384.22964 hartree
* 2S+1: 1
* frontier orbital gap (spin up / spin down): 6.403 / 6.137 eV
* relative energy (zero: lowest compared OMol25 entry of this formula, charge and spin): 156.45 kcal/mol